1.
C29H53N5O9S4 | ωB97M-V/def2-TZVPD

Structure (XYZ):
```
100
Properties=species:S:1:pos:R:3:forces:R:3
C -0.08270 -1.69304 0.55836 -1.08 1.59 0.13
C -0.94453 -0.43893 0.89210 -2.60 -0.79 3.83
O -2.00375 -0.53822 1.60421 3.73 0.29 -3.00
C -0.33444 0.90415 0.56903 -0.41 0.15 0.04
H -0.13022 -2.42485 1.36478 -0.18 0.08 -0.17
H 0.93460 -1.32869 0.41534 0.00 -0.40 -0.30
H -0.54733 -2.06309 -0.35558 0.45 -0.42 -0.11
H -0.36242 1.08549 -0.50541 0.24 -0.04 -0.09
H 0.69272 0.93179 0.93274 0.14 -0.18 -0.26
H -0.83987 1.73474 1.06174 -0.32 -0.28 -0.04
C -0.84819 -8.96761 1.32568 1.72 -0.01 -0.75
C -1.59560 -7.91980 0.66581 3.79 -5.50 4.19
N -2.20692 -7.18664 0.13310 -4.41 5.62 -3.98
H 0.02083 -9.11252 0.68389 0.01 -0.38 -0.48
H -1.35183 -9.93358 1.36236 -0.15 0.38 0.47
H -0.28762 -8.63462 2.19917 -0.97 -0.10 0.58
C 2.53800 6.46102 4.72467 0.42 -1.27 0.55
C 1.48386 5.46126 4.92674 2.14 1.85 -0.69
N 0.72762 4.63137 5.02408 -2.00 -1.90 0.37
H 3.49313 5.93623 4.70419 0.01 -0.36 -0.22
H 2.63839 6.99996 5.66678 -0.35 0.98 -0.59
H 2.44583 6.92041 3.74051 -0.22 0.69 0.57
C 4.51300 -4.30130 -0.35882 1.29 0.49 -0.12
C 5.81863 -4.72244 -0.87623 -2.88 1.13 1.32
N 6.81475 -5.02654 -1.29402 3.07 -0.98 -1.26
H 4.26238 -3.38072 -0.88591 -0.70 -0.49 -0.59
H 4.66219 -3.88476 0.63735 -0.22 -0.80 0.39
H 3.87865 -5.18214 -0.45797 -0.56 0.66 0.27
C -3.05337 -4.20811 6.13090 0.38 1.40 0.76
C -2.91784 -5.56262 5.73717 -0.17 1.02 0.13
N -2.84535 -6.66216 5.49235 0.25 -2.44 -0.67
H -2.10070 -3.84096 6.51262 0.13 -0.02 -0.09
H -3.72319 -4.16486 6.98971 -0.30 0.22 -0.26
H -3.33619 -3.54190 5.31587 -0.27 -0.17 0.11
C -4.37828 2.67707 5.81997 0.37 -0.78 -0.14
C -3.92993 1.91725 7.01362 -0.92 2.49 -2.88
N -3.62640 1.27454 7.88592 0.81 -1.68 2.34
H -5.46812 2.68723 5.80428 0.13 0.16 -0.08
H -4.00531 2.12270 4.95878 -0.29 -0.25 -0.10
H -3.95348 3.66490 5.64152 -0.07 0.05 0.83
C -7.28680 -3.56171 2.02832 0.81 0.18 0.52
C -7.96580 -3.61112 3.45999 0.40 0.83 -0.34
C -9.11308 -2.55905 3.50687 -0.17 -0.46 -1.03
S -9.30646 -1.86564 1.75869 0.64 -0.29 0.39
O -9.57680 -0.44525 1.77861 0.13 -0.28 0.23
O -10.19963 -2.69479 0.95487 1.16 0.23 0.85
C -7.46962 -2.14548 1.48798 -2.34 -0.43 0.08
H -7.55545 -4.30811 1.28078 -0.63 0.03 0.26
H -6.20896 -3.68897 2.12906 0.07 -0.22 0.28
H -7.21843 -3.25805 4.17054 0.26 0.37 -0.20
H -8.17982 -4.56399 3.94407 -0.54 -0.31 -0.94
H -8.79526 -1.75716 4.17325 -0.54 0.20 -0.26
H -10.09905 -2.95636 3.74794 0.13 0.07 0.20
H -7.13370 -1.37493 2.18188 0.56 0.00 -0.29
H -7.20701 -1.98879 0.44176 0.07 0.09 0.23
C 7.10433 0.82167 0.54155 2.05 -1.10 1.17
C 8.45343 0.14872 1.14382 -1.93 -1.45 -1.84
C 8.99418 1.00063 2.17742 1.43 1.60 1.84
S 7.52921 1.72531 3.09203 -1.22 2.50 -1.70
O 7.56359 3.20469 3.08646 0.40 -2.15 0.13
O 7.22175 1.04277 4.33224 0.64 0.02 -0.77
C 6.27278 1.17757 1.76848 1.10 -0.72 0.51
H 6.82523 0.00463 -0.12379 -1.10 0.37 0.09
H 7.42523 1.66905 -0.06430 -0.24 0.15 0.12
H 9.01007 -0.11054 0.24325 0.88 0.69 0.29
H 8.28936 -0.85220 1.54299 -0.80 -0.04 0.15
H 9.69270 1.72171 1.75290 -0.66 0.85 0.13
H 9.59377 0.59353 2.99158 -0.23 -0.73 -0.09
H 5.45113 1.88174 1.63755 0.31 0.06 0.28
H 5.98168 0.25964 2.27914 -0.63 -0.06 -0.30
C -4.00565 0.13852 -8.62172 0.97 -0.61 -0.02
C -3.09853 -1.08740 -8.95087 0.76 -0.65 1.48
C -2.35083 -1.44111 -7.53943 -1.06 0.24 -0.65
S -2.08732 0.12825 -6.68294 -2.88 0.43 -0.46
O -0.72766 0.54801 -6.81730 0.82 0.03 0.48
O -2.79459 0.08423 -5.39289 1.19 0.17 -1.56
C -3.06007 1.10592 -7.96120 1.18 0.97 0.80
H -4.75828 -0.16177 -7.89270 -0.23 -0.01 -0.18
H -4.46803 0.55584 -9.51623 -0.06 -0.06 0.10
H -2.38932 -0.91940 -9.76136 0.15 0.50 0.23
H -3.64549 -1.96923 -9.28453 -0.24 0.04 0.30
H -1.41050 -1.98458 -7.44713 0.07 0.10 -0.84
H -3.05783 -2.00688 -6.93267 -0.12 0.18 0.06
H -2.29623 1.53686 -8.60846 0.35 -0.85 -0.52
H -3.39172 2.07111 -7.57843 -0.88 -0.49 0.78
C 5.20167 5.29812 -3.98527 0.12 0.60 -0.64
C 4.84748 6.73852 -4.63924 -2.00 -1.24 1.78
C 3.78134 7.34858 -3.62073 0.51 -1.92 -0.57
S 2.81023 5.84591 -2.85301 -0.54 -0.84 -0.58
O 1.41629 5.69639 -3.35750 2.76 0.70 0.62
O 3.02102 5.81924 -1.41114 -0.03 0.35 -0.88
C 3.89845 4.50443 -3.61555 -0.23 2.80 -1.03
H 5.87240 5.43319 -3.13675 -0.19 0.13 0.17
H 5.80080 4.79788 -4.74612 -0.17 -0.45 0.10
H 4.36686 6.64264 -5.61285 0.07 -0.37 -0.02
H 5.70780 7.39168 -4.78526 0.04 -0.17 0.41
H 3.00376 7.95541 -4.08464 0.33 0.30 0.36
H 4.39337 7.74034 -2.80830 -0.80 0.41 0.21
H 3.40180 4.37469 -4.57712 -0.22 -0.61 0.13
H 3.87478 3.61467 -2.98637 0.37 0.31 -0.04
```
Positions in Å, forces in eV/Å.

Summary:
* E_tot: -3680.2065 Ha
* structure (SMILES): O=S1(=O)CCCC1.O=S1(=O)CCCC1.O=S1(=O)CCCC1.O=S1(=O)CCCC1.CC(C)=O.CC#N.CC#N.CC#N.CC#N.CC#N
* LUMO energy: -0.00506 Eh

Results of the Mulliken charge analysis, in e, for atoms 1 through 6:
1. C -0.91
2. C 0.81
3. O -0.59
4. C -1.06
5. H 0.32
6. H 0.27


2.
C29H53N6OPb | ωB97M-V/def2-TZVPD

Structure (XYZ):
```
90
Properties=species:S:1:pos:R:3:forces:R:3
Pb 0.00854 1.71853 0.00077 0.13 -0.20 0.01
C 3.46987 -5.60630 -1.15180 1.99 0.83 0.67
C 2.14977 -4.85656 -0.94232 -2.01 -1.16 -1.33
C 1.06708 -5.97462 -0.76414 -0.05 -0.40 -0.90
C 0.95471 -6.65154 0.57326 -0.14 1.18 1.03
C 0.77121 -5.58629 1.66376 0.66 -0.47 -0.74
C 1.95384 -4.49166 1.60056 -2.63 -1.15 1.78
N 2.06143 -3.92523 0.24298 5.71 3.39 -0.34
O 2.94790 -2.78879 0.16658 -4.56 -4.89 0.26
C 3.24239 -5.08246 2.14311 1.07 -0.43 -1.36
C 1.54274 -3.45711 2.63105 -0.04 0.74 -0.01
C 1.73654 -4.05474 -2.21447 0.15 0.73 0.41
H 3.66902 -6.03395 -2.13442 -0.94 0.19 -0.25
H 3.71452 -6.41061 -0.45802 -0.66 -0.02 0.20
H 4.31894 -4.93410 -1.02798 0.02 0.38 0.06
H 1.26509 -6.81285 -1.43218 0.59 0.32 -0.57
H 0.12126 -5.61721 -1.17130 -0.31 0.27 0.63
H 1.85459 -7.20408 0.84346 0.03 -0.26 -0.36
H 0.10334 -7.33216 0.56843 0.11 -0.11 0.02
H 0.76134 -6.11505 2.61687 0.53 0.39 0.31
H -0.24606 -5.19941 1.60394 0.18 0.73 -0.27
H 4.00365 -4.31394 2.00904 0.12 0.07 0.55
H 3.61653 -5.91628 1.54909 -0.19 -0.16 0.08
H 3.13066 -5.43318 3.16908 -0.07 0.35 -0.07
H 0.62224 -2.99000 2.28091 0.14 0.45 0.27
H 2.34939 -2.76225 2.86470 -0.18 0.40 -0.51
H 1.35628 -3.91436 3.60278 -0.25 -0.43 -0.25
H 2.37484 -3.18135 -2.34819 0.23 -0.16 -0.05
H 0.72862 -3.64826 -2.13098 -0.11 -0.07 0.44
H 1.70135 -4.61293 -3.15003 0.44 -0.45 0.32
C 7.34257 3.75900 8.17915 1.02 0.63 0.86
C 6.48451 3.47895 7.00521 -0.52 0.22 -0.91
C 5.72205 4.77324 6.52564 1.64 -0.63 1.11
C 4.81848 4.50220 5.47971 -4.17 -1.61 -4.01
N 4.05809 4.22663 4.61526 2.60 0.97 2.83
H 8.17327 4.38586 7.85498 -0.02 0.39 0.15
H 7.85307 2.89253 8.59952 -0.39 -0.26 -0.04
H 6.80604 4.27280 8.97680 0.05 -0.02 0.11
H 5.76581 2.68924 7.22408 -0.11 0.05 -0.16
H 7.16067 3.14033 6.22020 -0.39 -0.16 -0.33
H 6.41085 5.49044 6.07927 0.33 0.20 0.53
H 5.21885 5.20223 7.39217 -0.07 0.22 -0.15
C -3.30184 6.15088 -8.34033 -0.49 0.99 2.06
C -3.63096 4.74644 -8.66525 -0.36 -0.13 -1.48
C -4.35169 3.98336 -7.57546 0.28 -0.73 0.72
C -3.47408 3.33364 -6.57084 -0.17 0.61 0.03
N -2.83014 2.82821 -5.76486 0.01 0.00 -0.13
H -2.96481 6.77879 -9.16509 0.56 -0.36 0.22
H -2.70500 6.09928 -7.42971 0.99 0.67 -0.34
H -4.17589 6.66084 -7.93526 -0.46 0.09 -0.27
H -2.70091 4.27186 -8.97807 -0.31 -0.46 -0.22
H -4.33284 4.85323 -9.49234 0.11 -0.77 -0.38
H -4.93443 3.14388 -7.95469 -0.12 0.15 -0.34
H -5.04629 4.65078 -7.06540 -0.02 -0.06 0.17
C -6.91470 -5.81477 -0.52418 -0.29 0.42 -1.10
C -7.56572 -4.89715 -1.63219 0.92 -1.25 0.91
C -7.43949 -3.46329 -1.21452 -0.12 1.23 0.82
C -6.16954 -2.99564 -0.58799 -2.06 -1.25 -1.89
N -5.17739 -2.62245 -0.19224 1.87 0.75 0.97
H -7.31728 -5.70635 0.48294 -0.57 0.06 -0.20
H -5.87821 -5.50026 -0.40219 0.17 -0.29 -0.28
H -6.97281 -6.85635 -0.84015 0.14 0.01 0.22
H -8.61542 -5.11623 -1.82769 -0.08 -0.01 0.39
H -7.09868 -5.06728 -2.60226 0.40 -0.06 0.13
H -8.15533 -3.29366 -0.41023 -0.37 0.19 -0.13
H -7.68002 -2.80231 -2.04720 0.02 0.22 0.16
C -6.32836 -0.11169 6.88575 0.60 1.32 -0.53
C -5.38735 0.38671 8.01221 -1.36 -1.66 -0.30
C -4.84538 1.76931 7.69164 0.36 0.66 -0.07
C -4.13983 1.87185 6.40909 -1.07 -0.41 1.35
N -3.65427 1.94895 5.38680 0.93 0.12 -1.56
H -6.69059 -1.13866 6.93313 0.16 0.16 0.37
H -5.73410 0.01990 5.98152 -0.25 -0.40 -0.40
H -7.15585 0.59058 6.78497 -0.29 -0.20 0.00
H -4.69422 -0.45046 8.09477 0.76 0.63 0.35
H -6.01262 0.36505 8.90477 0.45 0.46 0.35
H -4.16932 2.25396 8.39601 0.05 -0.57 0.52
H -5.65998 2.49165 7.63923 -0.31 -0.11 -0.12
C 4.37716 7.65332 -7.07127 0.30 0.03 -0.77
C 5.71500 7.27561 -6.44866 -1.42 0.85 0.99
C 5.70071 5.81267 -5.92803 -0.21 0.35 -1.02
C 4.53824 5.48399 -5.03097 0.38 0.13 0.47
N 3.66008 5.22236 -4.32083 1.02 0.31 -0.93
H 4.32621 7.14465 -8.03396 -0.69 -0.51 0.12
H 4.34755 8.69453 -7.39238 0.09 0.21 0.47
H 3.55121 7.45762 -6.38746 -0.14 -0.12 -0.37
H 5.79574 7.94670 -5.59355 0.57 -0.04 0.16
H 6.46141 7.56572 -7.18812 0.50 -0.76 0.34
H 6.68658 5.56766 -5.53291 -0.35 -0.19 0.57
H 5.57980 5.18753 -6.81272 -0.06 -0.28 0.00
```
Positions in Å, forces in eV/Å.

Summary:
* energy above the lowest of the compared OMol25 structures with the same formula, charge and spin: 7.670 eV
* E_tot: -1732.8272 Ha
* total charge: +1
* LUMO energy: -0.22025 Eh

Results of the Mulliken charge analysis, in e, for atoms 1 through 6:
1. Pb 0.65
2. C -1.71
3. C 1.65
4. C -1.16
5. C -0.63
6. C -1.21